No. 1
78
Properties=species:S:1:pos:R:3:mulliken_charge:R:1 method="wB97M-V/def2-TZVPD" charge=+2 e_homo_ev=-14.346 relative_energy_kj_mol=205.2 gap_ev=8.171
C 1.345 1.873 -0.874 -0.28
C 1.077 1.934 0.511 0.84
C 2.154 1.761 1.409 -0.53
C 3.467 1.722 0.947 -0.75
C 3.726 1.793 -0.426 -0.48
C 2.663 1.849 -1.332 -1.01
P -0.572 2.248 1.167 1.90
C -0.493 2.791 2.879 -0.04
C -0.734 1.833 3.886 0.00
C -0.693 2.206 5.225 -0.61
C -0.389 3.529 5.567 -0.51
C -0.178 4.488 4.568 -0.70
C -0.250 4.127 3.218 -0.36
Lu -1.945 -0.710 0.657 1.89
P 0.439 -2.542 -1.347 2.19
C 2.010 -2.202 -0.575 0.72
C 3.144 -1.980 -1.373 -0.43
C 4.391 -1.835 -0.774 -0.68
C 4.520 -1.846 0.614 -0.57
C 3.375 -1.960 1.408 -0.80
C 2.126 -2.125 0.824 -0.24
C -0.202 -4.184 -1.045 0.57
C -1.518 -4.435 -1.476 -0.53
C -2.109 -5.666 -1.211 -0.68
C -1.408 -6.658 -0.517 -0.48
C -0.124 -6.381 -0.038 -0.70
C 0.488 -5.148 -0.289 -0.25
C 0.432 -2.083 -3.078 0.03
C -0.165 -0.881 -3.494 -0.19
C -0.137 -0.524 -4.838 -0.79
C 0.468 -1.359 -5.786 -0.54
C 1.052 -2.560 -5.373 -0.73
C 1.028 -2.933 -4.027 -0.16
C -1.508 3.371 0.128 0.59
C -0.883 4.354 -0.658 -0.17
C -1.665 5.205 -1.447 -0.77
C -3.055 5.046 -1.493 -0.51
C -3.672 4.034 -0.747 -0.65
C -2.909 3.213 0.080 -0.32
H -2.072 -3.638 -1.974 0.33
H -3.125 -5.850 -1.552 0.43
H -1.878 -7.628 -0.338 0.42
H 0.404 -7.137 0.543 0.41
H 1.488 -4.942 0.089 0.42
H 3.045 -1.921 -2.457 0.43
H 5.271 -1.694 -1.396 0.47
H 5.500 -1.730 1.082 0.44
H 3.467 -1.915 2.492 0.47
H 1.223 -2.177 1.433 0.50
H -0.648 -0.252 -2.744 0.50
H -0.604 0.405 -5.165 0.43
H 0.485 -1.059 -6.836 0.41
H 1.535 -3.198 -6.109 0.43
H 1.476 -3.882 -3.722 0.46
H 0.202 4.466 -0.625 0.48
H -1.181 6.003 -2.010 0.43
H -3.664 5.718 -2.102 0.42
H -4.756 3.908 -0.792 0.46
H -3.381 2.455 0.701 0.17
H -0.961 0.804 3.602 0.17
H -0.887 1.459 5.999 0.44
H -0.331 3.804 6.621 0.41
H 0.039 5.525 4.835 0.42
H -0.096 4.870 2.432 0.40
H 1.959 1.718 2.481 0.47
H 4.293 1.643 1.656 0.48
H 4.758 1.776 -0.780 0.45
H 2.868 1.893 -2.404 0.47
H 0.522 1.886 -1.594 0.68
H -1.472 1.161 1.455 -0.92
H -0.604 -1.784 -0.758 -1.10
F -0.797 -1.963 1.695 -0.72
Te -4.897 0.213 3.130 1.63
F -2.750 -1.415 -1.006 -0.67
F -5.850 1.164 4.576 -0.50
F -4.868 1.970 2.407 -0.46
F -3.506 0.140 4.428 -0.42
O -3.502 -0.163 1.837 -1.03

No. 2
8
Properties=species:S:1:pos:R:3:mulliken_charge:R:1 method="wB97M-V/def2-TZVPD" e_homo_ev=-9.421 relative_energy_kj_mol=692.6 gap_ev=10.150 smiles=C1[C@H]2OON12
C 0.194 0.364 -0.340 -0.34
C -0.033 -1.036 0.060 0.15
O -0.234 -1.989 -0.897 -0.24
O 1.039 -1.512 -1.546 -0.09
N 1.261 -0.666 -0.406 -0.26
H -0.378 0.948 -1.063 0.29
H 0.412 0.870 0.540 0.24
H -0.042 -1.370 1.092 0.25

No. 3
118
Properties=species:S:1:pos:R:3:mulliken_spin:R:1 method="wB97M-V/def2-TZVPD" e_homo_ev="-5.101 / -6.662" relative_energy_kj_mol=0.0 s2=0.752 gap_ev="4.688 / 6.253" spin_multiplicity=2
Sc -0.846 0.175 -1.230 0.84
C -3.138 -4.849 2.538 0.00
C -2.280 -4.046 3.271 0.00
C -1.965 -2.767 2.827 0.00
C -2.519 -2.287 1.645 0.01
C -3.336 -3.125 0.882 0.00
C -3.654 -4.393 1.331 0.00
P -2.276 -0.582 1.030 0.14
C -4.043 -0.071 0.984 -0.05
C -5.045 -0.558 1.824 -0.01
C -6.363 -0.174 1.633 0.00
C -6.702 0.690 0.600 0.00
C -5.716 1.177 -0.244 0.02
C -4.400 0.788 -0.054 0.09
C -1.556 0.250 2.495 -0.03
C -2.335 0.591 3.597 -0.01
C -1.762 1.251 4.674 0.00
C -0.414 1.576 4.652 0.00
C 0.364 1.219 3.559 0.01
C -0.186 0.548 2.468 0.00
Si 0.782 0.076 0.884 -0.13
C 2.238 1.305 0.634 0.01
C 3.551 0.818 0.591 0.02
C 4.608 1.574 0.112 0.00
C 4.383 2.857 -0.362 0.01
C 3.102 3.381 -0.322 0.00
C 2.035 2.613 0.154 -0.01
P 0.461 3.508 0.361 0.02
C 0.606 4.201 2.042 0.00
C 1.838 4.286 2.688 0.00
C 1.910 4.743 3.993 0.00
C 0.754 5.123 4.662 0.00
C -0.473 5.050 4.020 0.00
C -0.551 4.583 2.719 0.00
C 0.505 4.897 -0.803 -0.01
C 0.988 4.723 -2.098 0.00
C 0.949 5.780 -2.991 0.00
C 0.421 7.002 -2.602 0.00
C -0.086 7.168 -1.323 0.00
C -0.047 6.117 -0.422 0.00
C 1.746 -1.476 1.454 0.00
C 2.288 -1.644 2.730 0.00
C 3.194 -2.658 2.998 0.00
C 3.581 -3.528 1.986 0.00
C 3.011 -3.419 0.730 0.00
C 2.085 -2.406 0.469 -0.04
P 1.242 -2.318 -1.154 0.10
C 0.175 -3.806 -1.022 -0.01
C -0.008 -4.532 0.152 0.02
C -0.872 -5.618 0.177 0.00
C -1.578 -5.984 -0.958 0.01
C -1.432 -5.247 -2.124 0.00
C -0.571 -4.162 -2.153 0.01
C 2.623 -2.889 -2.218 -0.01
C 2.604 -3.994 -3.061 0.00
C 3.666 -4.232 -3.922 0.00
C 4.758 -3.378 -3.945 0.00
C 4.794 -2.283 -3.092 0.00
C 3.729 -2.035 -2.242 0.02
H -3.409 -5.832 2.901 0.00
H -1.864 -4.411 4.202 0.00
H -1.306 -2.135 3.409 0.00
H -3.739 -2.758 -0.056 0.00
H -4.309 -5.027 0.747 0.00
H -4.793 -1.256 2.613 0.00
H -7.134 -0.558 2.289 0.00
H -7.734 0.981 0.454 0.00
H -5.977 1.851 -1.052 0.00
H -3.617 1.143 -0.716 -0.06
H -3.393 0.359 3.617 0.00
H -2.369 1.517 5.531 0.00
H 0.036 2.104 5.484 0.00
H 1.416 1.485 3.544 0.00
H 3.746 -0.182 0.955 0.00
H 5.610 1.161 0.115 0.00
H 5.198 3.454 -0.749 0.00
H 2.934 4.392 -0.664 0.00
H 2.743 3.978 2.183 0.00
H 2.867 4.797 4.496 0.00
H 0.811 5.459 5.689 0.00
H -1.373 5.350 4.541 0.00
H -1.512 4.484 2.229 0.00
H 1.380 3.765 -2.410 0.00
H 1.302 5.641 -4.003 0.00
H 0.379 7.819 -3.310 0.00
H -0.526 8.114 -1.033 0.00
H -0.444 6.239 0.578 0.00
H 2.012 -0.958 3.523 0.00
H 3.618 -2.760 3.990 0.00
H 4.318 -4.298 2.179 0.00
H 3.290 -4.114 -0.053 0.00
H 0.526 -4.261 1.053 0.00
H -0.995 -6.180 1.092 0.00
H -2.246 -6.836 -0.935 0.00
H -1.985 -5.523 -3.013 0.00
H -0.452 -3.583 -3.060 0.00
H 1.762 -4.674 -3.045 0.00
H 3.641 -5.092 -4.579 0.00
H 5.582 -3.563 -4.622 0.00
H 5.650 -1.619 -3.094 0.00
H 3.747 -1.169 -1.588 0.00
S -2.593 4.935 -4.124 0.00
Sb -2.814 3.216 -2.681 -0.01
S -0.972 1.822 -3.186 -0.03
S -1.310 2.608 0.232 0.00
N -2.454 -0.993 -2.485 0.00
H -3.456 -0.969 -2.328 0.01
H -2.207 -1.943 -2.746 0.00
H -2.255 -0.407 -3.298 0.00
C 0.461 -1.260 -5.883 0.00
S 0.506 -1.245 -4.069 0.02
C 1.712 0.086 -3.887 0.00
H 1.457 -1.488 -6.257 0.00
H 0.127 -0.286 -6.234 0.00
H -0.238 -2.031 -6.200 0.00
H 1.372 0.949 -4.456 0.00
H 2.689 -0.253 -4.226 0.00
H 1.746 0.345 -2.827 0.03

No. 4
68
Properties=species:S:1:pos:R:3:mulliken_spin:R:1 method="wB97M-V/def2-TZVPD" e_homo_ev="-7.818 / -7.827" relative_energy_kj_mol=0.0 s2=0.757 gap_ev="7.756 / 6.090" spin_multiplicity=2
In -0.906 0.998 1.429 0.03
S -4.873 2.598 3.074 0.86
Sb -3.079 3.561 1.866 0.02
S -1.155 2.847 3.119 0.02
S -2.746 1.969 0.079 0.04
O 1.564 -1.131 4.015 0.00
C 0.655 -0.704 3.325 0.00
O 0.791 0.036 2.282 0.00
C -0.780 -1.072 3.702 0.01
C -0.990 -1.905 4.819 0.00
C -2.266 -2.247 5.146 0.00
C -3.340 -1.783 4.354 -0.02
C -4.688 -2.113 4.628 0.01
C -5.690 -1.647 3.827 0.01
C -5.387 -0.835 2.714 -0.02
C -4.095 -0.496 2.423 0.06
C -3.044 -0.958 3.247 -0.03
N -1.755 -0.606 2.959 -0.01
H -0.127 -2.236 5.375 0.00
H -2.474 -2.877 6.003 0.00
H -4.907 -2.740 5.484 0.00
H -6.720 -1.898 4.042 0.00
H -6.186 -0.465 2.086 0.00
H -3.860 0.122 1.566 0.02
C 2.523 2.312 3.071 0.00
As 2.260 3.126 1.354 0.00
C 4.025 3.332 0.612 0.00
C 1.631 4.914 1.659 0.00
S 1.085 2.122 -0.097 0.00
H 3.313 2.870 3.574 0.00
H 2.789 1.267 2.943 0.00
H 1.595 2.377 3.634 0.00
H 4.649 3.904 1.298 0.00
H 3.945 3.850 -0.341 0.00
H 4.456 2.345 0.454 0.00
H 2.389 5.479 2.201 0.00
H 0.713 4.845 2.239 0.00
H 1.433 5.374 0.693 0.00
O -1.016 -0.899 0.161 0.00
S -0.439 -1.414 -1.141 0.00
C -0.557 -0.042 -2.324 0.00
C -0.513 -0.512 -3.752 0.00
C -1.396 -1.490 -4.205 0.00
C -1.356 -1.916 -5.523 0.00
C -0.437 -1.363 -6.405 0.00
C 0.436 -0.381 -5.963 0.00
C 0.399 0.040 -4.642 0.00
C 1.347 -1.484 -0.825 0.00
C 2.164 -1.560 -2.080 0.00
C 3.009 -0.507 -2.415 0.00
C 3.761 -0.557 -3.581 0.00
C 3.662 -1.652 -4.425 0.00
C 2.817 -2.705 -4.097 0.00
C 2.079 -2.662 -2.927 0.00
H 0.222 0.689 -2.110 0.00
H -1.524 0.399 -2.067 0.00
H -2.120 -1.920 -3.522 0.00
H -2.047 -2.676 -5.864 0.00
H -0.406 -1.695 -7.435 0.00
H 1.153 0.057 -6.645 0.00
H 1.089 0.799 -4.296 0.00
H 1.464 -2.367 -0.195 0.00
H 1.569 -0.598 -0.229 0.00
H 3.067 0.354 -1.758 0.00
H 4.422 0.263 -3.831 0.00
H 4.243 -1.688 -5.338 0.00
H 2.736 -3.560 -4.755 0.00
H 1.424 -3.488 -2.669 0.00

No. 5
54
Properties=species:S:1:pos:R:3:mulliken_spin:R:1 method="wB97M-V/def2-TZVPD" e_homo_ev="-8.396 / -9.592" s2=0.754 gap_ev="8.238 / 9.431" spin_multiplicity=2
O 2.839 -0.250 4.502 0.00
P 3.020 0.189 3.124 0.00
O 4.534 0.170 2.631 0.00
O 2.169 -0.635 2.062 0.00
C 2.536 1.962 2.949 0.00
C 1.072 2.180 2.639 0.00
C 0.592 1.910 1.369 0.00
C -0.746 2.101 1.104 0.00
N -1.619 2.543 2.009 0.00
C -1.151 2.807 3.222 0.00
C 0.176 2.645 3.586 0.00
C 3.113 2.723 4.153 0.00
O 3.377 4.052 3.663 0.00
S 3.483 4.103 2.083 0.00
O 2.337 4.765 1.573 0.00
O 4.787 4.476 1.674 0.00
O 3.363 2.515 1.866 0.00
H 4.715 0.667 1.820 0.00
H 2.514 -0.639 1.160 0.00
H 1.251 1.565 0.578 0.00
H -1.130 1.873 0.112 0.01
H -1.868 3.176 3.954 0.00
H 0.484 2.876 4.601 0.00
H 4.073 2.293 4.449 0.00
H 2.450 2.773 5.014 0.00
C -3.155 -2.384 -3.624 0.02
C -2.180 -1.234 -3.307 0.00
C -0.781 -1.521 -3.862 0.04
C -0.029 -2.607 -3.094 -0.02
C 0.020 -2.291 -1.599 0.03
C -1.362 -2.034 -0.991 0.01
N -2.055 -1.001 -1.829 0.42
O -1.704 0.197 -1.538 0.50
C -2.162 -3.338 -0.891 0.02
C -1.227 -1.476 0.419 -0.03
C -2.740 0.035 -3.938 0.00
H -3.657 -2.180 -4.569 0.00
H -2.661 -3.348 -3.728 0.00
H -3.924 -2.472 -2.858 -0.01
H -0.198 -0.596 -3.828 0.00
H -0.881 -1.796 -4.915 0.00
H -0.487 -3.586 -3.259 0.00
H 0.988 -2.682 -3.482 0.00
H 0.491 -3.109 -1.049 0.00
H 0.640 -1.401 -1.445 0.01
H -3.188 -3.135 -0.581 -0.01
H -1.701 -3.972 -0.133 0.00
H -2.190 -3.911 -1.813 0.00
H -0.606 -0.586 0.437 0.02
H -0.765 -2.226 1.063 0.00
H -2.201 -1.217 0.835 0.00
H -3.717 0.278 -3.519 0.00
H -2.854 -0.133 -5.010 0.00
H -2.084 0.888 -3.790 0.00

No. 6
81
Properties=species:S:1:pos:R:3:mulliken_charge:R:1 method="wB97M-V/def2-TZVPD" e_homo_ev=-6.758 relative_energy_kj_mol=82.8 gap_ev=6.889
Ba 0.688 -0.799 -0.425 1.79
C 3.608 1.804 -3.280 -0.97
C 3.555 0.982 -2.147 -0.27
N 2.623 0.045 -2.280 -0.61
N 2.055 0.245 -3.487 0.61
C 2.636 1.289 -4.109 -0.42
B 0.996 -0.666 -4.150 0.12
N -0.476 -0.239 -3.859 0.17
C -1.348 0.082 -4.834 -0.41
C -2.584 0.302 -4.264 -1.18
C -2.365 0.079 -2.899 -0.48
N -1.097 -0.247 -2.663 0.34
N 1.219 -2.147 -3.820 -0.12
C 1.576 -3.090 -4.715 -0.32
C 1.630 -4.303 -4.066 -1.06
C 1.264 -3.999 -2.748 -0.41
N 1.021 -2.703 -2.608 0.12
H 4.267 2.632 -3.473 0.42
H 4.142 1.028 -1.243 0.43
H 2.336 1.575 -5.103 0.53
H 1.127 -0.531 -5.341 -0.22
H -1.033 0.122 -5.863 0.45
H -3.502 0.561 -4.762 0.41
H -3.072 0.118 -2.082 0.53
H 1.771 -2.829 -5.741 0.45
H 1.891 -5.261 -4.482 0.40
H 1.181 -4.658 -1.898 0.45
C -0.574 3.360 -3.405 -0.99
N -1.261 3.296 -2.123 0.20
C -2.630 3.778 -2.098 -0.98
C -0.720 2.562 -1.127 0.88
O 0.379 2.042 -1.198 -0.62
C -1.569 2.410 0.141 -1.10
O -1.003 1.484 1.036 0.03
C -0.360 1.970 2.190 -1.29
C 1.126 1.589 2.176 0.77
O 1.601 1.055 1.184 -0.57
N 1.848 1.836 3.284 0.15
C 1.344 2.502 4.468 -1.02
C 3.224 1.368 3.363 -1.04
H -1.145 2.816 -4.160 0.37
H 0.406 2.902 -3.303 0.13
H -0.461 4.401 -3.712 0.39
H -2.724 4.579 -2.829 0.35
H -2.896 4.188 -1.125 0.36
H -3.343 2.991 -2.364 0.28
H -2.562 2.038 -0.129 0.43
H -1.701 3.388 0.615 0.48
H -0.840 1.503 3.054 0.53
H -0.467 3.056 2.275 0.51
H 0.282 2.714 4.393 0.36
H 1.873 3.444 4.630 0.32
H 1.500 1.868 5.343 0.36
H 3.491 0.891 2.427 0.21
H 3.319 0.641 4.172 0.35
H 3.893 2.209 3.557 0.34
C -2.320 -2.604 1.695 -1.83
N -0.895 -2.356 1.471 0.41
C -0.099 -3.041 2.222 -0.28
C 1.322 -3.012 2.255 -0.29
C 2.092 -3.766 3.161 -0.76
C 3.421 -3.464 2.889 -0.81
C 3.390 -2.548 1.825 -0.74
N 2.139 -2.266 1.436 0.32
C -2.870 -1.757 2.820 0.64
C -3.087 -0.395 2.628 0.07
C -3.546 0.404 3.663 -0.47
C -3.797 -0.149 4.914 -0.55
C -3.589 -1.504 5.114 -0.58
C -3.131 -2.302 4.071 -0.46
H -2.499 -3.661 1.922 0.52
H -2.862 -2.375 0.774 0.44
H -0.530 -3.752 2.940 0.23
H 1.707 -4.441 3.912 0.48
H 4.301 -3.854 3.377 0.43
H 4.237 -2.099 1.323 0.50
H -2.878 0.039 1.658 0.24
H -3.721 1.461 3.495 0.44
H -4.159 0.473 5.723 0.39
H -3.786 -1.946 6.082 0.39
H -2.973 -3.361 4.234 0.36

No. 7
78
Properties=species:S:1:pos:R:3:mulliken_spin:R:1 method="wB97M-V/def2-TZVPD" charge=+1 e_homo_ev="-9.101 / -10.760" relative_energy_kj_mol=125.4 s2=2.047 gap_ev="6.575 / 6.130" spin_multiplicity=3
Pd -0.893 -1.207 -0.031 0.53
C -0.419 1.111 2.650 0.01
C -1.758 1.034 1.905 0.02
P -1.591 1.144 0.059 0.17
C -3.233 0.222 -0.606 -0.08
C -4.515 0.731 -0.068 0.37
C -5.555 1.039 -0.895 -0.12
C -5.451 0.950 -2.288 0.37
C -4.222 0.588 -2.865 -0.10
C -3.148 0.276 -2.091 0.37
C -1.961 2.891 -0.287 0.05
C -2.790 3.309 -1.322 0.05
C -3.026 4.659 -1.521 -0.01
C -2.435 5.605 -0.703 0.01
C -1.596 5.194 0.322 0.00
C -1.358 3.849 0.525 0.02
C 0.708 0.432 1.871 0.00
P 1.010 1.505 0.360 0.04
C 1.301 0.501 -1.153 0.02
C 1.717 1.230 -2.264 -0.02
C 1.795 0.626 -3.507 0.02
C 1.449 -0.709 -3.662 -0.01
C 1.036 -1.449 -2.564 0.02
C 0.965 -0.844 -1.312 -0.01
C 2.728 2.009 0.777 0.03
C 2.902 3.033 1.702 0.00
C 4.174 3.377 2.122 0.00
C 5.278 2.708 1.618 0.00
C 5.105 1.692 0.692 0.00
C 3.836 1.341 0.269 0.00
H -0.525 0.641 3.632 0.00
H -0.147 2.153 2.827 0.00
H -2.437 1.818 2.248 0.01
H -2.213 0.061 2.127 0.00
H -4.624 0.781 1.005 0.02
H -6.486 1.366 -0.456 0.00
H -6.300 1.174 -2.912 0.03
H -4.123 0.586 -3.943 -0.01
H -2.190 0.003 -2.530 0.02
H -3.257 2.593 -1.974 -0.01
H -3.672 4.967 -2.330 0.00
H -2.617 6.655 -0.867 0.00
H -1.125 5.925 0.962 0.00
H -0.692 3.547 1.320 0.00
H 0.411 -0.604 1.618 0.00
H 1.612 0.405 2.485 0.00
H 1.992 2.270 -2.149 0.00
H 2.122 1.199 -4.361 0.00
H 1.511 -1.175 -4.633 0.00
H 0.798 -2.501 -2.675 0.00
H 0.843 -1.486 -0.413 0.04
H 2.039 3.556 2.091 0.00
H 4.305 4.167 2.846 0.00
H 6.270 2.974 1.948 0.00
H 5.964 1.165 0.304 0.00
H 3.708 0.546 -0.452 0.00
N -1.059 -3.418 0.821 0.04
C -0.034 -4.365 0.657 0.00
C -0.283 -5.646 0.225 0.01
C 0.750 -6.588 0.154 0.00
C 2.026 -6.247 0.509 0.01
C 2.335 -4.923 0.878 0.00
C 3.640 -4.484 1.180 0.00
C 3.853 -3.160 1.462 0.00
C 2.762 -2.281 1.453 0.00
N 1.525 -2.658 1.228 0.00
C 1.297 -3.960 0.941 0.00
H -1.069 -3.034 1.772 0.00
H -1.970 -3.812 0.592 0.00
H -1.288 -5.930 -0.045 0.00
H 0.525 -7.596 -0.159 0.00
H 2.820 -6.975 0.495 0.00
H 4.454 -5.192 1.174 0.00
H 4.837 -2.782 1.691 0.00
H 2.927 -1.224 1.628 0.00
F -3.249 -1.738 1.091 0.01
B -3.049 -1.306 -0.161 0.07
F -2.969 -2.313 -1.038 0.01

No. 8
11
Properties=species:S:1:pos:R:3:mulliken_charge:R:1 method="wB97M-V/def2-TZVPD" e_homo_ev="-9.595 / -9.402" relative_energy_kj_mol=796.2 gap_ev="8.092 / 8.471"
C -1.103 -0.233 0.786 -0.50
C 0.521 -0.045 -0.815 -0.04
N -2.051 0.139 0.100 0.19
N 1.350 -1.068 -0.476 0.05
N 1.278 1.083 -0.566 0.07
O -2.660 1.082 -0.337 -0.43
O 2.164 -1.029 0.421 -0.31
O 2.048 1.103 0.342 -0.31
H -0.530 0.373 1.493 0.36
H -0.732 -1.190 0.576 0.41
H -0.284 -0.217 -1.524 0.50

Energy / hartree: -4151.4996; -282.9942; -6126.7491; -5983.9905; -2076.2721; -1951.0868; -2536.7464; -467.6611